The following is a DFT calculation (ωB97M-V/def2-TZVPD) of a molecular structure, C44H38Cl2GeN3OPS2W in a non-equilibrium geometry.

Each line ends with the Löwdin spin population.
Element x y z (Å)
1 C 0.57 -5.29 -1.67  0.000
2 H -3.21 2.41 1.23  0.002
3 N 0.08 -0.09 1.97  0.184
4 Cl -0.14 -0.79 -2.11  0.022
5 C 1.91 4.66 -0.12  0.001
6 H -0.40 1.71 -2.90  0.000
7 C 0.55 -5.15 2.52  0.005
8 C -1.63 -4.68 -3.25  0.000
9 H 1.61 -4.92 2.50  0.000
10 H -1.89 -1.87 0.19  0.005
11 H -1.66 -7.10 4.21  0.000
12 C 4.34 -2.98 -0.56  0.000
13 N -2.16 0.62 0.94  0.029
14 C 4.10 -2.51 1.79  0.000
15 H 0.75 -6.54 4.14  0.000
16 H -3.22 -6.04 2.58  0.000
17 H -2.47 4.09 0.39  0.000
18 H 4.53 -2.27 2.75  0.000
19 H 2.09 -2.50 2.54  0.002
20 C -2.19 2.80 -3.33  -0.001
21 H 5.99 -2.59 0.77  0.000
22 H -3.65 6.83 -2.69  0.000
23 C -1.56 6.84 -2.17  0.000
24 H 1.42 -5.56 -1.04  0.000
25 H -4.16 1.07 0.62  0.002
26 Ge 0.22 -3.19 0.27  0.000
27 C 2.96 -3.11 -0.69  0.001
28 C -0.97 -1.95 3.23  0.239
29 C -2.31 -0.22 1.99  0.062
30 H -1.31 7.62 -2.88  0.000
31 H 1.09 4.33 -2.08  0.000
32 C -3.79 2.73 -1.57  -0.002
33 H 2.53 -3.31 -1.66  0.000
34 C -0.98 -1.07 2.05  0.055
35 H -4.13 3.74 -3.43  0.000
36 H -2.49 -4.44 -3.86  0.000
37 H 1.59 0.95 2.82  0.000
38 C 4.40 4.56 -1.40  0.000
39 C 2.71 -2.64 1.66  0.001
40 H 5.36 4.52 -1.89  0.000
41 C -2.88 6.40 -2.07  0.000
42 C 1.33 1.45 -1.11  -0.008
43 H -1.07 -6.39 -4.43  0.000
44 H 4.98 -3.11 -1.44  0.000
45 C 3.23 4.41 -2.14  0.000
46 N -1.71 1.63 -1.31  0.003
47 C -1.29 -6.38 3.48  0.002
48 C 4.32 4.76 -0.02  0.000
49 C 0.27 -6.09 -2.77  0.000
50 C 1.99 4.46 -1.50  0.000
51 H -2.37 -4.42 0.94  0.000
52 C -3.21 5.41 -1.15  0.000
53 H -1.94 -3.02 -1.93  0.001
54 C 2.12 -2.95 0.43  0.001
55 H 3.28 4.25 -3.21  0.000
56 C -2.89 1.98 -0.82  0.009
57 H -0.07 -2.34 5.12  -0.004
58 H -1.71 -2.74 3.29  0.009
59 H 0.44 6.66 -1.43  0.000
60 C -1.36 2.04 -2.54  0.007
61 C -0.89 5.27 -0.45  0.001
62 O -3.26 -0.36 2.73  0.043
63 C -3.44 3.14 -2.83  0.009
64 C -2.22 4.85 -0.34  0.000
65 P 0.32 4.68 0.76  0.005
66 C 0.87 0.15 2.95  0.043
67 S -0.09 2.75 1.35  0.009
68 H -1.86 3.10 -4.32  0.000
69 C -0.32 -4.52 1.61  0.004
70 C -0.83 -5.78 -3.57  0.000
71 C -0.58 6.28 -1.36  0.000
72 H 0.89 -6.95 -3.01  0.000
73 C 4.91 -2.69 0.67  0.000
74 C -0.09 -1.70 4.24  0.029
75 H 1.49 -0.39 4.95  0.015
76 C 0.81 -0.62 4.14  0.287
77 C -0.20 -4.17 -1.35  0.000
78 H -4.24 5.08 -1.04  0.000
79 H 1.69 2.39 -0.78  0.000
80 C -0.92 -1.59 0.56  0.030
81 S 0.30 5.85 2.32  -0.002
82 Cl 2.15 0.19 -0.14  0.025
83 W -0.31 0.50 -0.02  0.865
84 H 1.54 1.25 -2.15  0.001
85 H -4.75 2.98 -1.13  0.000
86 C -2.16 -5.79 2.57  -0.001
87 H 3.02 5.02 1.68  0.000
88 C -1.68 -4.87 1.65  0.003
89 C 3.09 4.83 0.61  0.000
90 C -3.19 1.54 0.57  0.004
91 H 5.24 4.89 0.56  0.000
92 C 0.07 -6.07 3.45  -0.001
93 C -1.31 -3.89 -2.15  0.001

The expectation value of S² is 2.035. As for the orbital gap (alpha / beta): 7.6 / 6.2 eV. The value obtained for the energy relative to the best compared isomer or geometry (same formula, charge and spin) is 12.6 kcal per mole. The calculation puts the maximum force at 1.51 eV/A. As for the spin multiplicity: 3. The value obtained for the molar mass is 1047.27 u. For the HOMO energy (alpha / beta), the calculation gives -0.28110 / -0.29155 Ha.

=====

The following is a DFT calculation (ωB97M-V/def2-TZVPD) of a molecular structure, C44H38I2N5O7Y in a non-equilibrium geometry.

Each line ends with the Löwdin charge.
Element x y z (Å)
1 H 0.08 -5.14 -0.73  0.099
2 H 2.75 1.07 -3.84  0.128
3 Y 0.44 0.93 -0.10  1.487
4 C 4.08 4.69 1.15  -0.056
5 H 0.25 -2.82 0.09  0.087
6 O -0.27 -0.87 1.53  -0.082
7 H 2.63 -4.21 -0.91  0.113
8 N 1.98 3.30 -0.01  0.097
9 C -1.64 -2.86 1.10  -0.132
10 C 1.52 1.55 3.12  -0.164
11 H 4.21 -3.45 -0.90  0.121
12 C -3.42 -0.68 5.33  -0.092
13 C -3.34 -3.61 -3.68  -0.055
14 O -3.32 -1.10 -0.18  0.056
15 O -1.80 0.52 0.06  -0.111
16 N 2.21 -1.29 0.13  0.108
17 H 2.54 5.80 2.16  0.105
18 N 2.35 1.17 -1.75  -0.102
19 O -0.22 2.35 -1.47  -0.308
20 H -3.27 -2.18 -2.06  0.102
21 H 2.55 -4.07 1.49  0.123
22 H -4.38 -3.85 -3.53  0.110
23 C -0.66 4.30 -4.49  -0.233
24 C 0.26 3.70 -5.33  -0.729
25 C -3.48 -0.45 2.94  -0.009
26 C -2.28 -1.14 2.83  -0.145
27 C -1.28 -3.93 -4.89  -0.070
28 H -0.72 -4.42 -5.67  0.106
29 C -1.48 3.01 1.61  -0.131
30 H -1.47 4.85 4.44  0.111
31 C 0.31 2.43 2.92  -0.260
32 H 0.39 -2.76 -4.20  0.119
33 C -2.22 -1.35 5.24  -0.077
34 H -4.99 0.30 4.25  0.103
35 H 2.73 0.25 -1.56  0.062
36 H 4.41 1.69 -1.54  0.132
37 H 2.20 0.07 2.08  0.029
38 H -2.02 2.84 0.70  0.067
39 C -1.18 4.13 3.70  -0.048
40 N -0.39 2.27 1.80  0.042
41 C 2.53 -1.94 1.26  -0.489
42 H 2.31 2.14 3.59  0.132
43 H 0.54 3.43 4.80  0.119
44 C -0.74 -1.42 -2.26  -0.046
45 C -2.74 -2.68 -2.86  0.008
46 C -1.84 -5.48 0.16  -0.090
47 H 0.24 -1.35 2.20  0.080
48 C -4.05 -0.23 4.18  -0.070
49 C 0.00 2.76 -2.68  -0.422
50 C -2.62 -4.23 -4.69  -0.068
51 C 1.08 2.69 -4.86  -0.131
52 C -1.90 3.96 2.53  -0.040
53 C 2.58 -2.06 -0.94  -0.504
54 H -0.72 -2.14 3.93  0.123
55 C -0.75 3.84 -3.20  -0.603
56 C 1.76 4.27 0.87  -0.118
57 C -1.65 -1.59 3.99  -0.022
58 C -1.61 -1.40 1.49  -0.295
59 H 5.32 3.46 -0.11  0.113
60 H 0.72 4.50 1.08  0.106
61 C -2.76 -3.63 1.39  -0.009
62 C -0.65 -3.00 -4.08  -0.012
63 O 2.31 -1.49 2.40  -0.001
64 C -2.86 -4.93 0.92  -0.069
65 H -3.87 -0.51 6.30  0.100
66 O 1.99 1.03 1.89  -0.159
67 H 1.38 0.14 -3.26  0.091
68 H -3.75 -5.51 1.13  0.103
69 H 4.91 5.20 1.61  0.108
70 C -0.62 -3.42 0.34  -0.024
71 C -0.06 3.34 3.90  -0.016
72 C -0.71 -4.72 -0.12  -0.075
73 H -3.98 -0.11 2.04  0.118
74 C -1.39 -2.37 -3.07  -0.190
75 C 3.16 -3.30 1.02  -0.077
76 O 2.45 -1.74 -2.11  0.024
77 H -1.28 5.12 -4.83  0.082
78 H -3.57 -3.21 1.97  0.122
79 H -2.78 4.55 2.33  0.110
80 C 4.32 3.71 0.20  -0.017
81 H 1.25 0.73 3.80  0.139
82 I 0.44 4.33 -7.34  0.801
83 C 0.98 2.22 -3.56  -0.142
84 C 2.77 5.00 1.46  -0.048
85 I -2.08 4.72 -1.83  0.924
86 C 1.89 1.10 -3.15  -0.165
87 H 4.15 -3.33 1.48  0.123
88 C 3.20 -3.39 -0.50  -0.079
89 C 3.42 2.16 -1.58  -0.116
90 H 1.81 2.24 -5.53  0.096
91 N -0.14 -0.64 -1.66  0.178
92 H 3.42 2.83 -2.45  0.139
93 C -2.33 -0.59 0.33  -0.600
94 H -1.92 -6.49 -0.22  0.100
95 H -3.11 -4.95 -5.33  0.105
96 C 3.23 3.06 -0.39  -0.254
97 H -1.72 -1.71 6.13  0.103

As for the orbital gap: 7.5 eV. The value obtained for the energy relative to the best compared isomer or geometry (same formula, charge and spin) is 24.2 kcal per mole. The calculation puts the maximum force at 1.92 eV/A. As for the spin multiplicity: 1. The value obtained for the molar mass is 1091.53 u. For the HOMO energy, the calculation gives -0.26884 Ha.